No. 1
Molecular formula: C18H42BN7OP3Zn
Method: DFT, ωB97M-V with the def2-TZVPD basis set

Geometry (Å):
Zn1 0.6258 0.1335 -0.7648
B1 3.5247 -0.8500 -0.7013
N1 3.0110 -0.4932 0.7263
C1 3.5748 -0.6282 1.9292
C2 2.7089 -0.1204 2.8876
C3 1.6024 0.3098 2.1601
N2 1.8044 0.0917 0.8616
N3 2.5752 -1.9280 -1.3059
C4 2.8178 -3.1879 -1.6777
C5 1.6500 -3.7375 -2.1868
C6 0.7186 -2.7085 -2.0968
N4 1.2886 -1.6221 -1.5689
H1 3.4184 0.1539 -1.3823
H2 4.6350 -1.2921 -0.6291
H3 4.5537 -1.0669 2.0265
H4 2.8645 -0.0661 3.9506
H5 0.6879 0.7740 2.4933
H6 3.8013 -3.6101 -1.5579
H7 1.5063 -4.7306 -2.5736
H8 -0.3262 -2.6964 -2.3671
C7 0.7768 4.9908 1.3289
P1 1.0025 3.4606 0.3460
C8 2.7736 3.1065 0.6732
C9 1.1654 4.2154 -1.3361
C10 1.5523 3.2049 -2.4179
P2 0.4706 1.7379 -2.4887
C11 -1.1984 2.4054 -2.7212
C12 0.9111 0.9552 -4.0648
H9 1.5489 5.7309 1.1098
H10 0.8164 4.7469 2.3907
H11 -0.2019 5.4250 1.1225
H12 3.3972 3.9863 0.5003
H13 3.1187 2.2905 0.0339
H14 2.8991 2.7764 1.7053
H15 1.9104 5.0155 -1.3126
H16 0.2082 4.6799 -1.5866
H17 2.5685 2.8317 -2.2660
H18 1.5269 3.6725 -3.4062
H19 -1.2157 3.1342 -3.5328
H20 -1.5403 2.8752 -1.7995
H21 -1.8762 1.5846 -2.9572
H22 0.8043 1.6515 -4.8974
H23 0.2713 0.0884 -4.2344
H24 1.9428 0.6071 -4.0105
C13 -4.4573 -0.9952 1.8691
N5 -3.2336 -0.3365 1.4389
C14 -3.0597 1.0214 1.9431
P3 -1.9774 -1.1523 0.7732
O1 -1.1954 -0.1700 -0.0607
N6 -1.0751 -1.8351 1.9608
C15 -1.4921 -1.9156 3.3532
C16 0.1047 -2.6375 1.6523
N7 -2.5519 -2.3635 -0.1759
C17 -2.7952 -3.7219 0.2850
C18 -3.2252 -2.0230 -1.4234
H25 -5.3216 -0.4192 1.5331
H26 -4.5104 -1.0828 2.9590
H27 -4.5274 -1.9926 1.4423
H28 -3.9294 1.6223 1.6713
H29 -2.1771 1.4741 1.4962
H30 -2.9616 1.0361 3.0340
H31 -2.2969 -1.2158 3.5603
H32 -0.6468 -1.6618 3.9964
H33 -1.8276 -2.9244 3.6163
H34 0.3524 -2.5708 0.5949
H35 -0.0650 -3.6899 1.8991
H36 0.9579 -2.2777 2.2318
H37 -2.3404 -3.8836 1.2587
H38 -2.3633 -4.4369 -0.4191
H39 -3.8669 -3.9293 0.3645
H40 -2.9678 -1.0102 -1.7241
H41 -4.3125 -2.0950 -1.3200
H42 -2.9126 -2.7115 -2.2120

Output
Calculated total energy   -3997.85700 Ha
Spin multiplicity   1
Kohn-Sham gap   9.246 eV
Relative energy (zero: lowest compared OMol25 entry of this formula, charge and spin)   0.93 kcal/mol
Net charge   +1


No. 2
Molecular formula: C22H31N5O5S2
Method: DFT, ωB97M-V with the def2-TZVPD basis set

Geometry (Å):
C1 -0.0909 3.2881 -4.0646
C2 0.2315 3.3197 -2.6192
S1 0.2359 4.8657 -1.7877
C3 0.6518 4.1032 -0.2934
N1 0.7483 4.7519 0.8834
C4 1.0058 4.0168 1.9108
N2 1.2581 2.6942 1.8743
C5 1.5138 1.8901 3.0504
C6 0.4510 0.7646 3.0571
O1 -0.6841 1.0355 2.7067
N3 0.8130 -0.4486 3.5006
C7 2.1566 -0.9030 3.7849
C8 2.7850 -1.4964 2.5126
C9 1.6696 -2.0654 1.6182
C10 2.2841 -3.0679 0.6492
N4 2.6404 -2.5275 -0.5301
O2 2.4709 -4.2350 0.9288
C11 0.5910 -2.6857 2.5055
C12 -0.1019 -1.5641 3.2948
C13 1.2379 1.9542 0.6760
O3 1.5725 0.7896 0.6894
C14 0.8263 2.7350 -0.4560
C15 0.5581 2.2976 -1.7825
S2 0.4650 0.5463 -2.1648
O4 1.7339 -0.0879 -1.9511
O5 -0.0585 0.3952 -3.5003
N5 -0.5754 -0.0143 -0.9980
C16 -1.7540 0.7239 -0.6031
C17 -3.0333 0.3752 -1.3808
C18 -3.0485 1.0310 -2.7601
C19 -3.1980 -1.1465 -1.4593
C20 -1.9319 -1.8350 -1.9715
C21 -2.1026 -3.3498 -2.0040
C22 -0.7697 -1.4480 -1.0545
H1 0.7000 3.7740 -4.6355
H2 -1.0188 3.8233 -4.2600
H3 -0.1825 2.2560 -4.3917
H4 1.0381 4.5012 2.8771
H5 1.4053 2.5058 3.9447
H6 2.5255 1.4913 2.9777
H7 2.7654 -0.1038 4.2065
H8 2.0635 -1.6770 4.5521
H9 3.4855 -2.2869 2.7869
H10 3.3232 -0.7332 1.9513
H11 1.2333 -1.2495 1.0417
H12 2.4324 -1.5728 -0.7944
H13 3.0722 -3.1221 -1.2191
H14 1.0516 -3.4174 3.1703
H15 -0.1413 -3.2170 1.8977
H16 -0.9598 -1.1719 2.7459
H17 -0.4488 -1.9260 4.2689
H18 -1.9018 0.5266 0.4660
H19 -1.5422 1.7876 -0.7138
H20 -3.8750 0.7802 -0.8058
H21 -3.9425 0.7383 -3.3065
H22 -2.1763 0.7445 -3.3393
H23 -3.0516 2.1151 -2.6587
H24 -3.4224 -1.5306 -0.4600
H25 -4.0430 -1.3894 -2.1070
H26 -1.7033 -1.4783 -2.9795
H27 -1.1961 -3.8282 -2.3661
H28 -2.9244 -3.6251 -2.6609
H29 -2.3169 -3.7318 -1.0077
H30 -0.9658 -1.8009 -0.0362
H31 0.1647 -1.8848 -1.4062

Output
Calculated total energy   -2303.36236 Ha
SMILES string   Cc1sc2ncn(CC(=O)N3CCC(C(N)=O)CC3)c(=O)c2c1S(=O)(=O)N1C[C@@H](C)C[C@H](C)C1
Spin multiplicity   1
Kohn-Sham gap   8.957 eV
Net charge   0


No. 3
Molecular formula: C4H11N2
Method: DFT, ωB97M-V with the def2-TZVPD basis set

Geometry (Å):
C1 1.1035 -0.0837 0.9531
C2 0.5618 1.0581 0.1199
C3 -0.8763 0.5262 -0.3114
C4 -1.8876 0.4944 0.6460
N1 -0.8235 -0.1565 -1.5811
N2 1.3130 -1.2581 0.0337
H1 0.4315 -0.4306 1.7411
H2 2.0665 0.0926 1.4743
H3 0.9367 1.1799 -0.9037
H4 0.5911 2.0356 0.6002
H5 -2.8408 0.0078 0.4702
H6 -1.8065 1.2293 1.4353
H7 -1.7240 -0.6300 -1.7045
H8 -0.9474 0.4747 -2.3917
H9 0.4704 -1.3353 -0.5775
H10 1.3500 -2.0869 0.6208
H11 2.0815 -1.1177 -0.6247

Output
Calculated total energy   -268.32540 Ha
Spin multiplicity   2
Kohn-Sham gap (alpha / beta)   2.875 / 6.825 eV
Relative energy (zero: lowest compared OMol25 entry of this formula, charge and spin)   75.44 kcal/mol
Net charge   0


No. 4
Molecular formula: C15H15FN2O4
Method: DFT, ωB97M-V with the def2-TZVPD basis set

Geometry (Å):
C1 3.6445 -2.3673 -2.7502
C2 2.9372 -2.8936 -1.5590
N1 3.5663 -3.3484 -0.5104
O1 2.6316 -3.7452 0.3901
C3 1.4070 -3.5283 -0.1054
C4 0.2265 -3.8844 0.7157
C5 1.5279 -2.9907 -1.3623
C6 0.4563 -2.5554 -2.2990
O2 0.3444 -1.1197 -2.3395
C7 -0.3631 -0.5369 -1.3841
O3 -0.9461 -1.1125 -0.4998
C8 -0.3933 0.9686 -1.5611
N2 -1.0992 1.5811 -0.4663
C9 -0.6071 2.6920 0.1432
O4 0.3558 3.2940 -0.2870
C10 -1.3566 3.1317 1.3571
C11 -2.7120 2.8753 1.5436
C12 -3.3560 3.3292 2.6817
C13 -2.6622 4.0358 3.6491
C14 -1.3176 4.2917 3.4443
F1 -0.6378 4.9852 4.3778
C15 -0.6552 3.8595 2.3126
H1 3.3019 -1.3581 -2.9709
H2 3.4367 -2.9951 -3.6158
H3 4.7136 -2.3586 -2.5629
H4 -0.4927 -3.0678 0.6953
H5 0.5417 -4.0742 1.7376
H6 -0.2533 -4.7797 0.3216
H7 -0.5061 -2.9786 -1.9960
H8 0.6940 -2.8400 -3.3259
H9 0.6244 1.3726 -1.5965
H10 -0.8756 1.1956 -2.5208
H11 -1.7345 0.9706 0.0282
H12 -3.2762 2.3464 0.7906
H13 -4.4085 3.1325 2.8182
H14 -3.1465 4.3926 4.5442
H15 0.3898 4.0801 2.1621

Output
Calculated total energy   -1090.94033 Ha
SMILES string   Cc1noc(C)c1COC(=O)CNC(=O)c1cccc(F)c1
Spin multiplicity   1
Kohn-Sham gap   10.102 eV
Net charge   0


No. 5
Molecular formula: C6H7LiO6Rb
Method: DFT, ωB97M-V with the def2-TZVPD basis set

Geometry (Å):
Li1 1.6367 2.6612 -2.0778
O1 2.2933 1.1390 -1.0961
O2 0.9818 0.9812 0.9088
C1 0.2873 2.1814 1.2353
C2 -0.6434 2.3579 0.0424
O3 0.1120 1.7907 -1.0333
C3 1.1295 0.9552 -0.4711
H1 -0.2395 2.0303 2.1821
H2 0.9985 3.0147 1.3311
H3 -0.8421 3.4084 -0.1989
H4 -1.5748 1.7864 0.1616
Rb1 -4.4909 -5.9992 2.2664
O4 -2.3682 -3.1812 -0.5181
O5 -0.5694 -1.8743 -0.7309
C4 0.5595 -1.4045 -0.2319
C5 1.2144 -0.4198 -1.0982
O6 -0.7558 -3.3470 1.0024
C6 -1.2947 -2.8656 0.0004
H5 0.6696 -1.5125 0.8530
H6 0.8662 -0.4501 -2.1357
H7 2.0298 -1.2521 -0.3915

Output
Calculated total energy   -715.54959 Ha
Spin multiplicity   1
Kohn-Sham gap   6.942 eV
Relative energy (zero: lowest compared OMol25 entry of this formula, charge and spin)   142.44 kcal/mol
Net charge   +1


No. 6
Molecular formula: C17H22AsFeN3OS7
Method: DFT, ωB97M-V with the def2-TZVPD basis set

Geometry (Å):
Fe1 -0.6099 1.3802 -0.6904
N1 -2.3249 0.9926 0.4127
C1 -3.1741 -0.0546 -0.1738
C2 -2.3316 -0.9435 -1.0829
N2 -1.4378 -0.1347 -1.9240
C3 -2.0184 0.4365 -3.1472
C4 -2.5620 1.8235 -2.8457
N3 -1.5155 2.5347 -2.1170
H1 -2.8471 1.8160 0.6872
H2 -1.8155 0.6471 1.2226
H3 -3.6547 -0.6729 0.5907
H4 -3.9743 0.4249 -0.7379
H5 -1.6855 -1.5698 -0.4713
H6 -2.9825 -1.5830 -1.6911
H7 -0.6160 -0.6824 -2.1477
H8 -1.2112 0.5283 -3.8754
H9 -2.7926 -0.2134 -3.5701
H10 -2.8437 2.3372 -3.7694
H11 -3.4545 1.7629 -2.2222
H12 -0.7380 2.7788 -2.7367
H13 -1.8108 3.4418 -1.7610
S1 3.0268 4.6410 -0.2171
As1 1.2368 3.9057 -1.0067
S2 -0.2022 3.1651 0.5689
S3 1.3499 1.8188 -1.8353
S4 0.1794 5.1908 -2.3321
O1 0.0265 -0.1210 0.2912
C5 1.0071 -0.6999 1.0723
C6 0.5412 -0.6913 2.5341
C7 -0.7177 -1.0036 2.9653
C8 -0.8462 -1.0001 4.3781
C9 0.3296 -0.6936 4.9958
S5 1.5767 -0.3967 3.8673
C10 1.0924 -2.1644 0.6172
C11 1.1569 -2.5867 -0.6781
C12 1.2819 -3.9967 -0.8021
C13 1.3117 -4.6207 0.4090
S6 1.1911 -3.4962 1.6930
C14 2.4021 -0.1017 0.9402
C15 3.5273 -0.6939 0.4355
C16 4.6378 0.1885 0.3835
C17 4.3282 1.4287 0.8526
S7 2.7082 1.5344 1.3570
H14 -1.5104 -1.2727 2.2795
H15 -1.7644 -1.2128 4.9077
H16 0.5174 -0.6007 6.0535
H17 1.1710 -1.8882 -1.5039
H18 1.3472 -4.5205 -1.7457
H19 1.3855 -5.6772 0.6104
H20 3.5583 -1.7180 0.0932
H21 5.6083 -0.0806 -0.0091
H22 4.9420 2.3140 0.8753

Output
Calculated total energy   -7187.45314 Ha
Spin multiplicity   2
Kohn-Sham gap (alpha / beta)   6.174 / 6.169 eV
Net charge   -1


No. 7
Molecular formula: C11H22N6O5Tm
Method: DFT, ωB97M-V with the def2-TZVPD basis set

Geometry (Å):
O1 -0.9967 4.7469 1.2731
H1 -0.1965 4.4029 0.8229
Tm1 -0.4446 0.1661 0.1363
N1 -1.4796 -0.2307 -1.8638
N2 0.7466 -1.2630 -1.1155
O2 -2.7200 0.2538 -2.3191
O3 2.0726 -1.6677 -0.8461
C1 -0.8849 -1.0799 -2.7656
C2 0.3530 -1.6232 -2.3743
C3 -1.5040 -1.4748 -4.0830
C4 1.1613 -2.5508 -3.2375
H2 -2.2903 -0.7661 -4.3861
H3 -1.9630 -2.4902 -4.0399
H4 -0.7438 -1.5296 -4.8971
H5 1.9148 -3.0980 -2.6440
H6 1.6934 -2.0082 -4.0511
H7 0.5023 -3.2889 -3.7456
H8 -2.9405 1.0720 -1.8341
H9 2.2670 -1.3117 0.0413
O4 -1.5281 -2.1148 0.6276
H10 -2.1628 -1.5460 0.1412
H11 -0.7269 -2.1127 0.0315
C5 0.8778 1.7858 -0.9129
H12 0.8384 2.8677 -0.8680
H13 0.6783 1.2781 -1.8690
H14 1.7233 1.3436 -0.3605
O5 -3.2650 3.5443 -1.3147
H15 -2.9469 4.1959 -0.6524
H16 -2.4522 3.1252 -1.5952
N3 0.6176 1.5838 4.0010
C6 0.9720 2.8000 3.4311
C7 0.6549 2.6889 2.0952
N4 -0.0643 1.5384 1.8930
C8 0.0857 0.7708 3.0331
C9 0.4310 -0.6328 2.9366
N5 0.6686 -1.2380 1.7505
C10 1.2167 -2.4987 2.0147
C11 1.4415 -2.6091 3.3720
N6 0.9885 -1.4011 3.9249
H17 0.7005 1.3176 4.9921
H18 1.3920 3.6414 3.9509
H19 1.0594 3.1672 1.2176
H20 1.3797 -3.2074 1.2203
H21 1.8607 -3.4159 3.9687
H22 1.0127 -1.1309 4.9001

Output
Calculated total energy   -2221.76996 Ha
Spin multiplicity   3
Kohn-Sham gap (alpha / beta)   5.455 / 5.036 eV
Relative energy (zero: lowest compared OMol25 entry of this formula, charge and spin)   200.48 kcal/mol
Net charge   +1


No. 8
Molecular formula: C24H21N3O2S
Method: DFT, ωB97M-V with the def2-TZVPD basis set

Geometry (Å):
C1 -2.7220 -2.8289 1.7627
C2 -3.2696 -1.6709 0.9866
C3 -4.5372 -1.7070 0.4236
C4 -5.0217 -0.6214 -0.2856
C5 -4.2489 0.5127 -0.4493
C6 -2.9725 0.5479 0.0994
N1 -2.1662 1.7041 -0.0835
C7 -2.0866 2.3842 -1.2833
O1 -2.6770 2.1041 -2.2913
C8 -1.1105 3.5337 -1.1104
C9 -0.7744 3.5344 0.3682
S1 0.9901 3.7186 0.7474
C10 1.5117 2.0642 0.3562
N2 0.6164 1.3119 -0.1251
C11 0.6161 -0.0591 -0.2959
C12 -0.0186 -0.5770 -1.4249
C13 -0.1322 -1.9428 -1.5873
C14 0.3703 -2.8066 -0.6277
C15 0.9832 -2.2954 0.5044
C16 1.1092 -0.9313 0.6756
N3 2.8313 1.8674 0.6112
C17 3.6293 0.7983 0.1848
C18 4.6618 0.3611 1.0098
C19 5.4614 -0.6947 0.6168
C20 5.2418 -1.3219 -0.5985
C21 4.2330 -0.8697 -1.4314
C22 3.4339 0.1926 -1.0522
C23 -1.3222 2.2092 0.8969
O2 -1.1963 1.7839 2.0131
C24 -2.4910 -0.5330 0.8201
H1 -3.4082 -3.6717 1.7452
H2 -2.5518 -2.5384 2.7985
H3 -1.7663 -3.1404 1.3440
H4 -5.1513 -2.5882 0.5415
H5 -6.0121 -0.6564 -0.7144
H6 -4.6267 1.3551 -1.0051
H7 -1.5532 4.4652 -1.4627
H8 -0.2317 3.3262 -1.7236
H9 -1.2579 4.3499 0.9124
H10 -0.4137 0.1001 -2.1675
H11 -0.6225 -2.3353 -2.4656
H12 0.2781 -3.8747 -0.7586
H13 1.3672 -2.9632 1.2622
H14 1.5621 -0.5310 1.5712
H15 3.2718 2.5480 1.2153
H16 4.8272 0.8485 1.9601
H17 6.2560 -1.0319 1.2654
H18 5.8616 -2.1527 -0.8988
H19 4.0678 -1.3402 -2.3887
H20 2.6687 0.5575 -1.7185
H21 -1.5075 -0.4953 1.2571

Output
Calculated total energy   -1640.15368 Ha
SMILES string   Cc1cccc(N2C(=O)C[C@H](S/C(=N/c3ccccc3)Nc3ccccc3)C2=O)c1
Spin multiplicity   1
Kohn-Sham gap   8.751 eV
Relative energy (zero: lowest compared OMol25 entry of this formula, charge and spin)   0.00 kcal/mol
Net charge   0


No. 9
Molecular formula: C40H32ClF3I2N3OPSZr
Method: DFT, ωB97M-V with the def2-TZVPD basis set

Geometry (Å):
Zr1 -0.2816 0.7138 0.3448
Cl1 1.1108 5.5659 5.1969
C1 0.3221 4.4542 4.0852
C2 -1.0834 4.4171 4.0481
C3 -1.7599 3.5463 3.1773
I1 -3.8720 3.5258 3.1568
C4 -1.0201 2.7083 2.3393
O1 -1.5275 1.8988 1.5298
C5 0.3748 2.7498 2.3808
N1 1.0009 1.9354 1.5664
C6 2.3685 1.8369 1.4679
C7 3.1766 2.7224 2.3534
C8 2.5514 3.5683 3.1994
C9 1.0647 3.6077 3.2387
H1 -1.6535 5.0678 4.6988
H2 2.8714 1.1513 0.7823
H3 4.2602 2.6880 2.3190
H4 3.1434 4.2112 3.8422
F1 -5.3231 0.3793 -3.1704
C10 -3.9722 0.1729 -3.3458
F2 -3.8102 -1.1651 -3.1838
F3 -3.7967 0.3792 -4.6967
C11 -3.1717 1.1663 -2.5452
C12 -3.4478 2.5297 -2.8214
C13 -2.7878 3.5595 -2.1614
C14 -1.8468 3.2123 -1.2204
N2 -1.5419 1.9404 -0.9155
C15 -2.2033 0.9127 -1.5769
S1 -1.7765 -0.7475 -1.1501
H5 -4.1972 2.7797 -3.5708
H6 -3.0038 4.5976 -2.3774
H7 -1.2924 3.9609 -0.6660
C16 4.8273 -2.6714 1.1029
C17 4.9367 -1.4115 0.5248
C18 3.8483 -0.8565 -0.1567
C19 2.6382 -1.5588 -0.3068
C20 2.5497 -2.8212 0.3018
C21 3.6315 -3.3727 0.9984
P1 1.2104 -0.7782 -1.1472
C22 1.9505 0.1264 -2.5432
C23 3.0130 -0.3610 -3.3204
C24 3.5510 0.4000 -4.3621
C25 3.0409 1.6656 -4.6381
C26 1.9909 2.1694 -3.8759
C27 1.4492 1.4049 -2.8389
C28 0.2986 -2.1712 -1.8922
C29 0.4437 -2.6077 -3.2160
C30 -0.3031 -3.6823 -3.7130
C31 -1.2177 -4.3384 -2.8960
C32 -1.3964 -3.9122 -1.5848
C33 -0.6538 -2.8338 -1.0937
H8 5.6671 -3.0999 1.6431
H9 5.8638 -0.8513 0.6107
H10 3.9641 0.1445 -0.5690
H11 1.6327 -3.4008 0.2623
H12 3.5308 -4.3496 1.4648
H13 3.4350 -1.3448 -3.1235
H14 4.3708 0.0029 -4.9547
H15 3.4620 2.2596 -5.4449
H16 1.5926 3.1591 -4.0834
H17 0.6318 1.8254 -2.2556
H18 1.1318 -2.1232 -3.9001
H19 -0.1684 -4.0009 -4.7437
H20 -1.7943 -5.1740 -3.2833
H21 -2.1150 -4.4137 -0.9422
H22 -0.8232 -2.5184 -0.0651
I2 0.0295 -2.4400 2.0829
C34 1.0425 -0.6103 1.6689
H23 1.9946 -0.8257 1.1418
H24 1.2579 -0.0832 2.6210
C35 -4.0299 -3.0482 4.0785
C36 -3.1649 -2.1847 3.2120
C37 -2.7646 -2.6027 1.9419
C38 -1.9637 -1.7589 1.1868
N3 -1.5420 -0.5466 1.6052
C39 -1.9407 -0.1621 2.8362
C40 -2.7404 -0.9339 3.6655
H25 -4.2770 -3.9933 3.5839
H26 -4.9687 -2.5334 4.3071
H27 -3.5116 -3.2841 5.0135
H28 -3.0654 -3.5645 1.5405
H29 -1.6305 -2.0465 0.1938
H30 -1.5895 0.8161 3.1514
H31 -3.0241 -0.5632 4.6447
H32 0.8220 1.8174 -0.7588

Output
Calculated total energy   -3924.47593 Ha
Spin multiplicity   1
Kohn-Sham gap   6.067 eV
Net charge   0


No. 10
Molecular formula: C6H8O2
Method: DFT, ωB97M-V with the def2-TZVPD basis set

Geometry (Å):
C1 1.3244 -1.4147 1.6269
C2 0.6703 -0.1094 1.3411
O1 1.0024 0.9937 1.6566
O2 -0.8068 -0.3270 0.8349
H1 0.8182 -2.2332 1.1174
H2 1.2944 -1.5708 2.7082
H3 2.3659 -1.3763 1.3007
H4 -1.4359 0.3398 1.1773
C3 1.3050 0.0537 -1.9762
C4 0.3617 0.5267 -1.3920
C5 -0.8876 1.0607 -0.8301
C6 -2.1248 0.8432 -1.3799
H5 2.0697 -0.3754 -2.5797
H6 -0.7303 2.0516 -0.4024
H7 -2.8670 1.6314 -1.3323
H8 -2.3594 -0.0940 -1.8706

Output
Calculated total energy   -383.75604 Ha
SMILES string   CC(=O)O.C#CC=C
Spin multiplicity   1
Kohn-Sham gap   9.314 eV
Relative energy (zero: lowest compared OMol25 entry of this formula, charge and spin)   96.69 kcal/mol
Net charge   0